Record 1
ORCA calculation (ωB97M-V with the def2-TZVPD basis set) on a 12-piece molecular cluster, C102H220N12O14 overall.

Its energy relative to the best compared isomer or geometry (same formula, charge and spin) is 623.3 kJ/mol. The strongest force on any atom is 3.620 eV Å⁻¹. As for the SMILES: CC1(C)CCCC(C)(C)N1O.CC1(C)CCCC(C)(C)N1O.CC1(C)CCCC(C)(C)N1O.CC1(C)CCCC(C)(C)N1O.CC1(C)CCCC(C)(C)N1O.CC1(C)CCCC(C)(C)N1O.CC1(C)CCCC(C)(C)N1O.CC1(C)CCCC(C)(C)N1O.CC1(C)CCCC(C)(C)N1O.CC1(C)CCCC(C)(C)N1O.COCCNCCOC.COCCNCCOC. The HOMO energy is -7.891 eV. The value obtained for the gap between HOMO and LUMO is 8.290 eV.

Each line ends with the Mulliken charge.
Atoms and positions in Å:
C 3.05081 -2.47662 1.69712  -0.47
C 3.48249 -3.96434 1.87596  2.89
C 3.83753 -3.96918 3.38143  -2.39
C 2.31258 -4.92092 1.63590  -0.84
C 2.75646 -6.33810 1.46820  -0.51
C 3.91784 -6.52387 0.47327  -1.14
C 5.11240 -5.62007 0.76887  1.22
C 5.95122 -6.11779 1.98358  -1.88
C 6.03942 -5.60901 -0.47814  -1.52
N 4.62733 -4.22738 0.90179  1.20
O 5.63646 -3.30614 1.02718  -0.67
H 2.69069 -2.14707 0.72254  -0.18
H 2.14816 -2.38405 2.30108  -0.68
H 3.78723 -1.75263 2.04587  0.12
H 3.24418 -3.33407 4.03920  0.43
H 3.82142 -4.92517 3.90480  0.35
H 4.80768 -3.51281 3.57801  0.21
H 1.67336 -4.85801 2.51654  0.43
H 1.77119 -4.69569 0.71706  0.10
H 3.16260 -6.65986 2.42717  0.38
H 1.95641 -7.01428 1.16686  -0.01
H 3.57702 -6.42386 -0.55724  0.03
H 4.25966 -7.55672 0.54018  0.54
H 5.47350 -6.24751 2.95469  0.31
H 6.85764 -5.52809 2.12049  0.32
H 6.20967 -7.16900 1.85602  0.47
H 5.54254 -5.04354 -1.26646  0.18
H 6.19900 -6.59612 -0.91200  0.40
H 6.96688 -5.06928 -0.28679  0.30
H 5.31879 -2.59862 0.46140  0.00
C 2.44533 -1.59747 -2.60263  -0.46
C 2.91697 -2.83615 -3.37752  1.89
C 4.48843 -2.66672 -3.60244  -1.89
C 2.80176 -4.12157 -2.48763  -0.51
C 1.33768 -4.51041 -2.36331  1.12
C 0.83930 -4.93635 -3.77921  -2.36
C 0.89808 -3.73121 -4.78106  2.03
C 0.79718 -4.27833 -6.22926  -2.13
C -0.33221 -2.83847 -4.57951  -1.52
N 2.19823 -3.03887 -4.71095  0.51
O 2.31502 -1.97416 -5.64304  -0.45
H 1.38252 -1.70481 -2.38578  -0.60
H 3.00040 -1.48539 -1.67127  -0.38
H 2.51785 -0.67135 -3.17286  0.94
H 4.81833 -3.26300 -4.45316  0.40
H 4.77240 -1.62723 -3.76650  0.35
H 5.02358 -3.03594 -2.72757  0.21
H 3.40918 -4.96809 -2.80786  0.59
H 3.22732 -3.83288 -1.52656  -0.84
H 1.19051 -5.32900 -1.65878  0.30
H 0.73938 -3.70871 -1.93040  -0.67
H -0.20220 -5.24767 -3.69883  0.46
H 1.38466 -5.77801 -4.20617  0.39
H -0.09726 -4.84677 -6.48415  0.43
H 1.55591 -5.00913 -6.50919  0.46
H 0.78465 -3.50933 -7.00163  0.47
H -0.19218 -1.77065 -4.74761  0.29
H -0.83977 -2.95708 -3.62221  0.10
H -1.13103 -3.17140 -5.24220  0.56
H 2.92841 -2.40755 -6.24097  0.37
C -5.84261 -0.67281 -8.44257  -1.81
C -5.12469 0.31450 -7.50425  1.17
C -4.25124 1.17814 -8.43562  -1.86
C -6.11308 1.23262 -6.72053  -0.88
C -6.88942 0.48138 -5.73115  -1.03
C -5.86096 -0.06144 -4.72350  0.36
C -4.88142 -1.05977 -5.35730  2.74
C -3.83732 -1.31045 -4.21244  -2.19
C -5.64199 -2.44669 -5.72844  -2.00
N -4.28770 -0.40219 -6.54202  1.21
O -3.16861 -1.08784 -7.04634  -0.56
H -6.54243 -1.31132 -7.90346  0.37
H -6.35717 -0.23022 -9.29547  0.44
H -5.17156 -1.43732 -8.83413  0.30
H -3.68261 1.87665 -7.82173  0.28
H -3.45250 0.55507 -8.83799  0.44
H -4.71041 1.65060 -9.30397  0.37
H -5.60247 2.11348 -6.33138  0.04
H -6.72684 1.55110 -7.56313  0.56
H -7.58652 1.09537 -5.16091  0.47
H -7.47811 -0.35451 -6.10908  0.48
H -6.44194 -0.60092 -3.97549  -1.44
H -5.47325 0.79488 -4.17168  0.17
H -2.95554 -1.81894 -4.60232  0.09
H -4.27207 -1.98466 -3.47452  0.35
H -3.41545 -0.44563 -3.70037  0.28
H -6.72923 -2.37344 -5.70318  0.34
H -5.35842 -3.23835 -5.03492  0.42
H -5.38068 -2.88103 -6.69341  0.39
H -2.47414 -0.43531 -6.93004  0.30
C -2.16863 -10.52778 -2.28060  -1.87
C -1.71164 -10.00988 -0.92480  1.70
C -0.56678 -10.86921 -0.36782  -1.76
C -1.27633 -8.50577 -1.34737  -1.57
C -1.14475 -7.57473 -0.17028  0.88
C -2.31628 -7.66953 0.78019  -1.73
C -2.67464 -9.04640 1.28560  1.92
C -1.50383 -9.47439 2.22487  -1.65
C -4.05004 -8.75642 1.91866  -1.95
N -2.84571 -9.91029 0.06385  0.40
O -3.60123 -11.09369 0.11520  -0.52
H -1.23700 -10.66324 -2.82997  0.42
H -2.56700 -11.54153 -2.23915  0.43
H -2.85482 -9.85172 -2.79069  0.41
H 0.20908 -10.34463 0.18981  0.28
H -0.90100 -11.72642 0.21663  0.34
H 0.07730 -11.29279 -1.13843  0.44
H -0.25140 -8.48142 -1.71754  0.40
H -1.92227 -7.96480 -2.03890  0.36
H -0.20906 -7.69470 0.37580  -0.62
H -1.07361 -6.56060 -0.56346  0.26
H -3.14857 -7.22205 0.23690  0.36
H -2.10650 -7.04387 1.64774  0.53
H -1.58575 -8.93380 3.16782  0.42
H -0.50742 -9.45187 1.78355  0.19
H -1.65553 -10.54534 2.35960  0.37
H -4.11633 -8.02651 2.72546  0.38
H -4.53768 -9.63407 2.34296  0.45
H -4.82634 -8.45389 1.21585  0.42
H -4.43252 -10.84670 -0.29657  0.34
C 7.69044 1.31659 2.03652  -1.72
C 8.03261 0.56363 0.78059  1.93
C 9.29976 -0.27720 1.01835  -2.11
C 6.92091 -0.51020 0.45814  -1.05
C 5.72098 0.09320 -0.19925  1.96
C 6.10118 0.70329 -1.51599  -1.18
C 7.30211 1.75228 -1.46097  1.77
C 7.95354 1.63592 -2.82886  -1.94
C 6.69742 3.12775 -1.24723  -1.59
N 8.30491 1.41125 -0.43647  0.64
O 9.30021 2.35067 -0.29996  -0.57
H 8.59016 1.78718 2.43295  0.46
H 6.98948 2.13345 1.86481  0.30
H 7.28419 0.73189 2.86186  0.15
H 10.17491 0.31722 1.28080  0.44
H 9.32096 -0.99632 1.83720  0.33
H 9.48374 -0.81150 0.08627  0.47
H 7.33606 -1.37428 -0.06064  0.40
H 6.39968 -0.85922 1.34954  -0.04
H 5.08238 -0.75098 -0.45935  -1.03
H 5.21139 0.77706 0.47953  0.28
H 5.19880 1.16711 -1.91433  -0.12
H 6.40439 -0.13333 -2.14545  0.44
H 7.22296 1.57626 -3.63558  0.31
H 8.32857 0.61386 -2.88215  0.52
H 8.77927 2.30467 -3.07184  0.32
H 5.86057 3.28975 -1.92660  0.13
H 7.35792 3.95561 -1.50507  0.45
H 6.51771 3.27439 -0.18220  0.19
H 10.06303 1.93238 -0.70584  0.36
C -2.24162 6.90503 -5.68008  -1.69
C -3.24210 6.53553 -4.54449  1.81
C -4.27685 7.62765 -4.37278  -2.01
C -3.99928 5.24202 -4.92948  -1.56
C -3.21881 3.91532 -4.64934  -0.23
C -2.74060 3.87517 -3.21402  -1.16
C -1.86415 5.08428 -2.83728  2.65
C -1.78237 4.99010 -1.26801  -2.57
C -0.50697 4.95925 -3.43879  -1.64
N -2.49917 6.33663 -3.24773  0.65
O -1.89950 7.48483 -2.72876  -0.52
H -2.76712 6.91785 -6.63496  0.42
H -1.64855 7.81070 -5.55314  0.34
H -1.48033 6.14976 -5.87530  0.37
H -3.84587 8.51007 -3.89981  0.39
H -4.89560 7.92012 -5.22113  0.35
H -5.01850 7.33639 -3.62899  0.45
H -4.94973 5.12636 -4.40856  0.35
H -4.22557 5.29895 -5.99421  0.42
H -3.80627 3.05602 -4.97275  -0.16
H -2.32019 3.90742 -5.26619  0.13
H -2.11841 2.98060 -3.24097  0.00
H -3.59229 3.59814 -2.59274  0.53
H -2.69824 5.27811 -0.75193  0.66
H -1.05401 5.62017 -0.75753  0.69
H -1.61586 3.97869 -0.89730  0.12
H -0.51189 5.01994 -4.52709  0.34
H -0.14892 3.99076 -3.08960  0.04
H 0.10045 5.77451 -3.04572  0.40
H -2.48625 7.77839 -2.02794  0.34
C -2.02619 5.98615 2.69660  -1.67
C -0.78734 6.12208 3.72422  2.04
C -0.83529 4.89960 4.56805  -1.27
C 0.50749 6.03897 2.80180  -1.27
C 1.77424 6.48516 3.54800  -0.57
C 1.55406 7.98410 4.00883  -1.63
C 0.27207 8.21645 4.90794  1.83
C 0.58802 7.78289 6.34171  -1.69
C -0.00731 9.72700 4.78837  -2.01
N -0.92100 7.48106 4.32537  0.06
O -2.08345 7.69818 5.08816  -0.46
H -2.27521 6.96324 2.28260  0.54
H -1.80907 5.25558 1.91735  0.01
H -2.96711 5.64465 3.12804  0.39
H -0.09516 4.82465 5.36472  0.03
H -1.82199 4.80716 5.02191  0.76
H -0.74747 4.04892 3.89222  -0.18
H 0.53627 5.06390 2.31547  0.00
H 0.35594 6.80561 2.04194  0.52
H 1.95744 5.73645 4.31869  0.40
H 2.61282 6.44275 2.85295  0.37
H 1.52391 8.65918 3.15358  0.45
H 2.38663 8.36933 4.59751  0.49
H 1.37784 8.38304 6.79348  0.45
H 0.65749 6.69675 6.40152  0.30
H -0.13286 8.13559 7.07929  0.42
H -0.89789 9.89901 5.39284  0.41
H -0.20626 10.10679 3.78623  0.41
H 0.83929 10.35464 5.06666  0.41
H -1.95251 7.10707 5.83317  0.38
C -6.24710 -0.89545 -0.68079  0.35
C -7.65280 -0.35244 -0.23123  2.14
C -7.45617 0.79178 0.82468  -2.11
C -8.38215 0.36587 -1.40847  -1.36
C -8.98303 -0.65403 -2.36049  0.49
C -9.89931 -1.58883 -1.62963  -1.63
C -9.23554 -2.41706 -0.44039  1.56
C -10.29875 -3.16956 0.31763  -1.95
C -8.28564 -3.48392 -0.96233  -1.76
N -8.55452 -1.38018 0.37740  0.30
O -8.10302 -1.81043 1.57313  -0.48
H -5.47240 -0.16344 -0.45251  0.13
H -6.01057 -1.91802 -0.38667  0.04
H -6.24683 -0.77305 -1.76390  -1.22
H -6.97398 1.70350 0.47204  0.44
H -8.43793 1.09116 1.19157  0.58
H -6.86608 0.54700 1.70784  0.25
H -9.20673 0.99880 -1.08048  0.45
H -7.68624 0.97182 -1.98866  0.31
H -9.56813 -0.11397 -3.10486  0.53
H -8.19034 -1.21984 -2.84998  -0.45
H -10.32304 -2.21814 -2.41226  0.52
H -10.71951 -1.02094 -1.19045  0.37
H -9.83693 -3.81865 1.06161  0.40
H -10.89088 -3.77046 -0.37259  0.41
H -10.81283 -2.49185 0.99920  0.42
H -7.68664 -3.12001 -1.79712  0.13
H -8.82828 -4.33645 -1.37077  0.56
H -7.71049 -3.91584 -0.14334  0.37
H -8.52039 -1.19390 2.17917  0.37
C -3.53319 1.94228 1.83527  -1.09
C -3.21175 1.19013 3.15316  2.00
C -3.44979 2.08723 4.37606  -1.69
C -4.13461 -0.10533 3.23569  -0.85
C -3.69433 -1.21652 4.23229  -1.19
C -2.22637 -1.63914 3.86363  -1.18
C -1.26404 -0.38819 3.96668  1.64
C -1.02515 0.00135 5.48362  -1.67
C 0.10554 -0.97721 3.34732  -2.13
N -1.80354 0.69205 3.12335  0.46
O -0.89153 1.76509 3.04106  1.12
H -4.59915 1.83012 1.63713  0.23
H -3.31415 3.00377 1.95087  0.01
H -2.97931 1.51075 1.00154  0.00
H -4.44815 2.50866 4.25872  0.59
H -3.56939 1.42169 5.23096  0.49
H -2.67562 2.84994 4.45990  -0.28
H -5.11742 0.25612 3.53825  0.42
H -4.23282 -0.51517 2.23046  -0.06
H -3.82605 -0.95935 5.28330  0.37
H -4.29943 -2.11209 4.09123  0.51
H -2.22093 -2.07408 2.86418  0.22
H -1.91218 -2.44712 4.52435  0.51
H -0.47987 -0.73060 6.07946  0.40
H -1.92472 0.31085 6.01568  0.26
H -0.48013 0.94234 5.55833  0.15
H 0.88543 -0.23089 3.49862  0.11
H -0.01715 -1.25387 2.30017  0.23
H 0.41429 -1.97278 3.66608  0.86
H -0.70103 1.74662 2.10034  -0.31
C 3.30376 -2.32209 7.22885  -1.42
C 3.67566 -0.92933 7.67946  1.74
C 2.57166 -0.50705 8.61290  -1.96
C 4.93631 -0.82242 8.53728  -1.64
C 6.27956 -0.95897 7.80962  -0.59
C 6.34270 0.12925 6.77104  -1.70
C 5.16924 0.15596 5.80091  2.39
C 5.26537 1.53938 5.15085  -1.62
C 5.25591 -0.94101 4.69489  -1.09
N 3.92770 0.11818 6.62587  -0.20
O 2.72824 0.35640 5.96745  0.20
H 3.20502 -2.97864 8.09331  0.49
H 2.34585 -2.43014 6.72011  0.16
H 4.05746 -2.91129 6.70646  0.33
H 1.58235 -0.45804 8.15797  0.20
H 2.56451 -1.09807 9.52872  0.46
H 2.70830 0.45716 9.10252  0.48
H 4.87428 0.15986 9.00567  0.41
H 4.78499 -1.60617 9.27953  0.47
H 7.05058 -0.87733 8.57575  0.39
H 6.35873 -1.91281 7.28807  0.33
H 7.22634 0.04347 6.13864  0.39
H 6.47516 1.09932 7.25012  0.50
H 6.23004 1.73854 4.68410  0.40
H 5.05470 2.35808 5.83892  0.56
H 4.51777 1.64245 4.36435  -0.12
H 4.22631 -1.10701 4.37792  0.31
H 5.55276 -1.94346 5.00323  0.47
H 5.94609 -0.59840 3.92394  -0.52
H 2.57964 1.24725 6.29290  0.24
C 3.23300 2.87995 -3.57695  -0.62
O 2.90465 3.86526 -2.58202  0.57
C 3.46700 5.16778 -2.87135  -0.88
C 3.13052 5.97712 -1.64874  -0.30
N 3.65035 7.31194 -1.78446  -0.42
C 3.24128 8.26254 -0.68790  -0.03
C 4.18045 9.51791 -0.83935  -0.60
O 3.39054 10.66330 -0.64281  -0.31
C 4.16365 11.89595 -0.71399  -0.75
H 4.31667 2.86720 -3.46032  0.20
H 2.93253 3.15329 -4.58844  0.34
H 2.78093 1.96634 -3.19087  -0.11
H 2.90076 5.68262 -3.64751  0.44
H 4.52570 5.17225 -3.13061  0.33
H 3.70591 5.53486 -0.83545  0.23
H 2.07181 6.03787 -1.39663  0.11
H 3.15298 7.68657 -2.57968  0.28
H 3.36410 7.88182 0.32604  -0.02
H 2.20734 8.52647 -0.91016  0.32
H 4.56620 9.53990 -1.85858  0.32
H 4.93429 9.55248 -0.05281  0.38
H 3.54321 12.67023 -0.26270  0.24
H 4.41158 12.21983 -1.72479  0.28
H 5.11753 11.81480 -0.19281  0.31
C -3.33414 -3.64730 -0.45174  -1.11
O -2.57486 -2.61705 -1.13815  0.13
C -1.96193 -1.69118 -0.17646  0.74
C -1.20979 -0.63643 -1.05609  -0.38
N -0.19563 -0.00843 -0.19091  1.73
C 0.57224 1.05895 -0.79871  -0.58
C 1.78507 1.46773 0.06609  -0.53
O 1.27103 1.97427 1.31305  0.78
C 2.18335 2.56237 2.24078  -0.93
H -4.12307 -3.22046 0.16753  0.23
H -2.60433 -4.15356 0.18007  0.31
H -3.74882 -4.41749 -1.10207  0.36
H -1.20760 -2.26200 0.36506  0.01
H -2.63954 -1.21790 0.53414  -0.44
H -1.88365 0.09740 -1.49824  -0.04
H -0.71729 -1.06450 -1.92919  -0.30
H -0.49315 0.09012 0.76923  -0.91
H -0.10243 1.91021 -0.88972  -0.56
H 0.93896 0.69110 -1.75699  0.55
H 2.12267 2.35557 -0.46857  0.81
H 2.50971 0.65376 0.04484  -0.84
H 2.89280 1.77316 2.48965  -0.03
H 1.85473 2.97815 3.19327  0.08
H 2.78265 3.38409 1.84873  0.44

=====

Record 2
ORCA calculation (ωB97M-V with the def2-TZVPD basis set) on C10H10BrClRe as an isolated structure.

Its energy relative to the best compared isomer or geometry (same formula, charge and spin) is 0.0 kJ/mol. Its spin multiplicity is 4. The strongest force on any atom is 6.186 eV Å⁻¹. The HOMO energy (alpha / beta) is -7.790 / -7.761 eV. As for the expectation value of S²: 3.7814. The value obtained for the gap between HOMO and LUMO (alpha / beta) is 7.184 / 6.189 eV.

Each line ends with the natural charge from an NBO analysis.
Atoms and positions in Å:
C -1.22301 -0.89922 -0.93043  -0.22
C -1.68515 -2.04395 -0.17204  -0.28
C -2.78183 -1.62279 0.64362  -0.33
H -1.35935 -3.07583 -0.38405  0.27
C -2.99980 -0.21850 0.39860  -0.37
C -2.02667 0.20566 -0.57715  -0.28
H -2.02115 1.11603 -1.17847  0.26
H -0.59375 -0.91928 -1.84469  0.27
H -3.42191 -2.26882 1.25761  0.26
H -3.81496 0.38003 0.77313  0.26
Re -1.14063 -0.48254 1.22358  0.96
Br 1.00863 -1.84369 1.63875  -0.40
C 2.81800 1.44787 0.66947  -0.27
C 1.76844 2.12148 -0.05267  -0.07
C 1.40014 1.28110 -1.15397  -0.41
H 1.22717 3.01471 0.26867  0.22
C 2.25338 0.12171 -1.14685  -0.10
C 3.10462 0.21723 -0.00096  -0.25
H 3.80899 -0.53682 0.35094  0.22
H 3.19922 1.76067 1.65164  0.22
H 0.57647 1.46453 -1.84594  0.21
H 2.23971 -0.67629 -1.89171  0.21
Cl -0.33656 1.45671 2.30294  -0.41

=====

Record 3
ORCA calculation (ωB97M-V with the def2-TZVPD basis set) on a 2-piece molecular cluster, C10H10BrClS overall.

The strongest force on any atom is 1.804 eV Å⁻¹. The HOMO energy (alpha / beta) is -6.896 / -7.895 eV. The value obtained for the gap between HOMO and LUMO (alpha / beta) is 6.546 / 7.383 eV.

Each line ends with the natural charge from an NBO analysis.
Atoms and positions in Å:
C 1.39554 2.12536 2.36595  -0.21
C 0.05631 1.77911 2.25390  -0.20
C 2.37145 1.28619 1.84416  -0.20
C -0.31693 0.60075 1.64659  -0.16
C 2.02666 0.09452 1.24702  -0.16
C 0.66990 -0.28420 1.17299  -0.26
C 0.34952 -1.49785 0.60123  -0.05
C -2.45481 -0.75554 -1.75323  -0.60
C -1.22203 -1.14460 -2.56331  -0.53
C 0.04176 -0.64783 -1.93790  -0.11
S 0.23650 -3.04443 0.56016  0.23
Cl 0.15750 1.07343 -1.72305  0.01
Br 1.64369 -1.43275 -2.62567  0.06
H 1.67661 3.04718 2.85266  0.22
H -0.70696 2.43238 2.64573  0.22
H 3.41357 1.55947 1.90864  0.22
H -1.35625 0.32510 1.55287  0.22
H 2.77915 -0.56501 0.84201  0.22
H -2.45816 -1.27459 -0.79658  0.21
H -2.46798 0.31473 -1.56771  0.22
H -3.35631 -1.02320 -2.30066  0.22
H -1.15557 -2.23325 -2.64644  0.23
H -1.32314 -0.73497 -3.57936  0.22